1.
Molecular formula: C2H2NO2S
Method: DFT, wB97M-V/def2-TZVPD

```
8
C2H2NO2S | the OMol25 dataset | wB97M-V/def2-TZVPD
S -1.8296 -0.0576 -0.0110
O -1.9571 0.2968 1.4065
O -1.7224 1.1479 -0.9657
N 0.9336 -1.4329 -0.4273
C -0.0572 -0.6265 -0.1830
C 1.2402 -0.0055 -0.0358
H 1.7056 0.6047 -0.7177
H 1.6868 0.0730 0.9340
```

Its energy above the lowest of the compared OMol25 structures with the same formula, charge and spin is 298.5 kJ/mol. As for the total charge: -1. The orbital gap is 7.920 eV. The value obtained for the total energy is -18525.336 eV.

---

2.
Molecular formula: C2H2NO2S
Method: DFT, wB97M-V/def2-TZVPD

```
8
C2H2NO2S | the OMol25 dataset | wB97M-V/def2-TZVPD
S 2.1001 0.1549 0.1286
O 0.1766 1.3590 -0.2490
O 3.4152 -0.4699 -0.0808
N 0.9621 -0.7876 -0.1633
C -0.3809 0.1929 -0.0876
C -1.7364 -0.0589 0.0399
H -2.5678 0.7302 0.0418
H -1.9689 -1.1206 0.3706
```

Its energy above the lowest of the compared OMol25 structures with the same formula, charge and spin is 311.0 kJ/mol. As for the total charge: -1. The orbital gap is 7.380 eV. The value obtained for the total energy is -18525.206 eV.

---

3.
Molecular formula: C2H2NO2S
Method: DFT, wB97M-V/def2-TZVPD

```
8
C2H2NO2S | the OMol25 dataset | wB97M-V/def2-TZVPD
S 1.0660 0.4401 -1.3967
O -0.4017 0.5053 -1.8707
O 1.9583 1.4594 -1.9517
N 0.0221 -0.3343 0.9485
C 1.3554 0.0308 0.5103
C 0.3192 0.9000 1.0161
H 1.6999 -0.7352 -2.2905
H -0.2186 1.7257 1.4998
```

Its energy above the lowest of the compared OMol25 structures with the same formula, charge and spin is 584.7 kJ/mol. Its structure (SMILES) is O=[S@@H]([O-])=c1cn1. As for the total charge: -1. The orbital gap is 7.450 eV. The value obtained for the total energy is -18522.370 eV.

---

4.
Molecular formula: C2H2NO2S
Method: DFT, wB97M-V/def2-TZVPD

```
8
C2H2NO2S | the OMol25 dataset | wB97M-V/def2-TZVPD
S -1.0826 -0.0108 -0.1079
O -1.1321 -1.5581 0.3198
O -2.4485 0.4350 -0.3755
N 1.2324 0.8635 -0.4727
C 1.3303 0.0697 0.5477
C 0.4114 1.0764 0.7662
H 1.7436 -0.9172 0.7193
H -0.0545 0.0416 -1.3969
```

Its energy above the lowest of the compared OMol25 structures with the same formula, charge and spin is 618.4 kJ/mol. Its structure (SMILES) is O=[S@@H]([O-])=c1cn1. As for the total charge: -1. The orbital gap is 7.983 eV. The value obtained for the total energy is -18522.020 eV.

---

5.
Molecular formula: C2H2NO2S2
Method: DFT, wB97M-V/def2-TZVPD

```
9
C2H2NO2S2 | the OMol25 dataset | wB97M-V/def2-TZVPD
S -2.5771 -0.1508 1.4572
S -2.4869 1.3268 -0.8998
O -2.5801 -0.2329 2.8897
O -0.0718 0.8544 -1.3681
N -3.2356 1.1352 0.4765
C -0.9425 0.6797 -0.4130
C -0.9663 0.0090 0.7587
H 0.5685 0.1509 -1.5021
H -0.2350 -0.5834 1.0671
```

Its energy above the lowest of the compared OMol25 structures with the same formula, charge and spin is 3.7 kJ/mol. As for the total charge: +1. The orbital gap (spin up / spin down) is 7.753 / 7.751 eV. The value obtained for the total energy is -29350.261 eV.

---

6.
Molecular formula: C2H2NO3
Method: DFT, wB97M-V/def2-TZVPD

```
8
C2H2NO3 | the OMol25 dataset | wB97M-V/def2-TZVPD
O -2.4589 -0.8257 -0.3869
O 1.2157 -1.2824 0.0014
O -2.1791 1.4093 0.0821
N 1.5086 -0.2196 0.9174
C 0.5623 -0.0085 -0.1415
C -2.1272 0.2651 -0.1456
H 1.0174 0.5428 -1.0166
H 2.4613 0.1188 0.6898
```

Its energy above the lowest of the compared OMol25 structures with the same formula, charge and spin is 548.2 kJ/mol. As for the total charge: -1. The orbital gap is 6.037 eV. The value obtained for the total energy is -9735.971 eV.

---

7.
Molecular formula: C2H2NO3S
Method: DFT, wB97M-V/def2-TZVPD

```
9
C2H2NO3S | the OMol25 dataset | wB97M-V/def2-TZVPD
S 0.0756 -2.1657 0.1733
O 0.9695 -2.5584 1.2425
O -1.3379 -1.8487 0.4978
O 0.1948 -3.0217 -0.9988
N 1.1259 0.8795 -0.9754
C 1.5559 1.9567 -1.1945
C 0.4794 -0.3932 -0.8557
H 0.9674 -1.0007 -1.6783
H -0.5099 -0.1121 -0.9653
```

Its energy above the lowest of the compared OMol25 structures with the same formula, charge and spin is 263.5 kJ/mol. The spin multiplicity is 3. As for the total charge: -1. The orbital gap (spin up / spin down) is 5.501 / 6.598 eV. The value obtained for the total energy is -20569.308 eV.

---

8.
Molecular formula: C2H2NO4
Method: DFT, wB97M-V/def2-TZVPD

```
9
C2H2NO4 | the OMol25 dataset | wB97M-V/def2-TZVPD
O -1.5897 0.9240 -1.0297
O 0.5341 -1.5707 -0.8338
O 1.8777 0.1145 -0.2531
O -1.3757 -0.3522 1.2271
N -2.5849 0.6998 -0.3961
C 0.6501 -0.5253 -0.1511
C -0.2336 0.0664 0.8824
H 2.5407 -0.3875 -0.7699
H 0.1813 1.0310 1.3243
```

Its energy above the lowest of the compared OMol25 structures with the same formula, charge and spin is 493.4 kJ/mol. As for the total charge: -1. The orbital gap (spin up / spin down) is 5.837 / 7.276 eV. The value obtained for the total energy is -11784.206 eV.

---

9.
Molecular formula: C2H2NO4P
Method: DFT, wB97M-V/def2-TZVPD

```
10
C2H2NO4P | the OMol25 dataset | wB97M-V/def2-TZVPD
P -2.1746 -0.3840 1.8844
O 0.4120 -1.5890 2.6419
O -3.0242 -1.3543 2.6264
O -2.7095 -0.0118 0.5325
O -1.6763 0.7956 2.7954
N 0.6572 -1.0761 -0.5202
C 0.1689 -0.4014 0.5118
C -0.1811 -0.9488 1.7716
H 0.3440 -0.5750 -1.4428
H -0.2929 0.5324 0.2659
```

Its energy above the lowest of the compared OMol25 structures with the same formula, charge and spin is 163.9 kJ/mol. Its structure (SMILES) is [H]/N=C/C(=O)P(=O)([O-])[O-]. As for the total charge: -2. The orbital gap is 6.702 eV. The value obtained for the total energy is -21075.045 eV.

---

10.
Molecular formula: C2H2NO4P
Method: DFT, wB97M-V/def2-TZVPD

```
10
C2H2NO4P | the OMol25 dataset | wB97M-V/def2-TZVPD
P 1.3960 0.0993 -0.2205
O 0.1378 0.5174 0.6419
O 2.4851 1.0939 -0.0518
O 1.1999 -0.4180 -1.5649
O 1.8509 -1.1916 0.7754
N -3.1258 1.5782 0.0158
C -2.3883 0.6627 -0.1013
C -1.6881 -0.4910 0.0257
H 1.1784 -0.9029 1.3437
H -1.0459 -0.9481 -0.8639
```

The spin multiplicity is 3. As for the total charge: -2. The orbital gap (spin up / spin down) is 6.675 / 6.189 eV. The value obtained for the total energy is -21073.346 eV.

---

11.
Molecular formula: C2H2NO4S
Method: DFT, wB97M-V/def2-TZVPD

```
10
C2H2NO4S | the OMol25 dataset | wB97M-V/def2-TZVPD
S -0.3862 1.5541 0.0623
O -0.3851 1.7357 -1.4113
O 1.4485 0.2884 1.5100
O 0.9259 -2.2173 -0.0253
O 1.8166 -0.7566 -1.5759
N 1.0327 0.2856 0.3952
C -1.6549 0.4301 0.3927
C 1.2509 -1.2477 -0.6690
H -1.9357 -0.4375 -0.1731
H -2.1127 0.3653 1.4944
```

Its energy above the lowest of the compared OMol25 structures with the same formula, charge and spin is 328.1 kJ/mol. As for the total charge: -1. The orbital gap (spin up / spin down) is 6.915 / 7.310 eV. The value obtained for the total energy is -22618.791 eV.

---

12.
Molecular formula: C2H2NOS
Method: DFT, wB97M-V/def2-TZVPD

```
7
C2H2NOS | the OMol25 dataset | wB97M-V/def2-TZVPD
S 2.2456 0.3322 0.0004
O 1.5162 -1.0901 -0.0026
N -0.3928 0.0581 -0.0323
C 0.2064 -1.1109 -0.0194
C 0.3614 1.0678 -0.0221
H -0.3222 -2.0565 0.0028
H 0.1367 2.1141 0.0031
```

Its energy above the lowest of the compared OMol25 structures with the same formula, charge and spin is 90.5 kJ/mol. As for the total charge: +1. The orbital gap is 9.296 eV. The value obtained for the total energy is -16469.333 eV.

---

13.
Molecular formula: C2H2NOS2
Method: DFT, wB97M-V/def2-TZVPD

```
8
C2H2NOS2 | the OMol25 dataset | wB97M-V/def2-TZVPD
S 2.9080 0.8647 -0.0236
S -0.8181 2.2039 0.0616
O -0.9598 -2.3240 -0.0771
N 0.8180 -0.9258 -0.0310
C 1.6311 -0.0321 -0.0038
C -0.4943 -1.2182 0.1002
H -1.1029 -0.3383 0.3921
H -1.9820 1.7698 -0.4185
```

Its energy above the lowest of the compared OMol25 structures with the same formula, charge and spin is 90.7 kJ/mol. As for the total charge: -1. The orbital gap is 6.269 eV. The value obtained for the total energy is -27315.232 eV.

---

14.
Molecular formula: C2H2NOS2
Method: DFT, wB97M-V/def2-TZVPD

```
8
C2H2NOS2 | the OMol25 dataset | wB97M-V/def2-TZVPD
S 2.2029 2.3323 0.4986
S -3.2236 0.5797 0.6367
O 0.1039 -2.5287 -0.0263
N -0.7850 -0.4675 -0.0727
C -1.8156 -0.0568 0.3424
C 0.2565 -1.3922 -0.2628
H 1.2357 -0.9310 -0.3578
H 2.0252 2.4643 -0.7581
```

Its energy above the lowest of the compared OMol25 structures with the same formula, charge and spin is 144.5 kJ/mol. As for the total charge: -1. The orbital gap is 5.348 eV. The value obtained for the total energy is -27314.674 eV.

---

15.
Molecular formula: C2H2O
Method: DFT, wB97M-V/def2-TZVPD

```
5
C2H2O | the OMol25 dataset | wB97M-V/def2-TZVPD
O 0.7434 1.8308 -0.8943
C -0.0878 -1.0769 0.6640
C 0.5558 -0.3127 -0.0291
H -0.2305 2.0901 -1.0384
H -0.0352 -2.0516 0.9913
```

Its energy above the lowest of the compared OMol25 structures with the same formula, charge and spin is 681.8 kJ/mol. The orbital gap (spin up / spin down) is 7.984 / 7.992 eV. The value obtained for the total energy is -4145.474 eV.

---

16.
Molecular formula: C2H2O2
Method: DFT, wB97M-V/def2-TZVPD

```
6
C2H2O2 | the OMol25 dataset | wB97M-V/def2-TZVPD
O -0.2106 0.8113 1.1627
O 0.1900 -0.9066 0.8166
C 0.2942 -1.3944 -0.2089
C 0.0432 0.0305 -2.2673
H 0.1859 0.9922 -1.5087
H -0.5027 0.4670 2.0056
```

Its energy above the lowest of the compared OMol25 structures with the same formula, charge and spin is 868.8 kJ/mol. The orbital gap (spin up / spin down) is 9.578 / 7.271 eV. The value obtained for the total energy is -6191.050 eV.

---

17.
Molecular formula: C2H2O2
Method: DFT, wB97M-V/def2-TZVPD

```
6
C2H2O2 | the OMol25 dataset | wB97M-V/def2-TZVPD
O 1.9831 -0.3981 -0.0056
O -0.3078 1.4710 0.1177
C 0.8359 -0.4494 0.1500
C -0.5222 0.1690 0.0605
H -1.3103 -0.4599 0.6303
H -0.6786 -0.3325 -0.9530
```

Its energy above the lowest of the compared OMol25 structures with the same formula, charge and spin is 199.6 kJ/mol. The orbital gap (spin up / spin down) is 8.490 / 8.491 eV. The value obtained for the total energy is -6197.985 eV.

---

18.
Molecular formula: C2H2O2
Method: DFT, wB97M-V/def2-TZVPD

```
6
C2H2O2 | the OMol25 dataset | wB97M-V/def2-TZVPD
O -1.5416 0.0847 -0.1166
O -3.8268 -0.1313 0.0550
C -0.1615 0.1896 0.1378
C -2.6890 0.1692 -0.0286
H 0.0834 -0.8138 0.3238
H 0.2121 0.7730 -0.7114
```

Its energy above the lowest of the compared OMol25 structures with the same formula, charge and spin is 372.7 kJ/mol. The orbital gap is 7.096 eV. The value obtained for the total energy is -6196.192 eV.

---

19.
Molecular formula: C2H2O2
Method: DFT, wB97M-V/def2-TZVPD

```
6
C2H2O2 | the OMol25 dataset | wB97M-V/def2-TZVPD
O 1.4937 -0.6913 -0.6934
O -0.5477 -0.6059 0.5310
C -0.9044 0.3453 -0.2394
C 0.8302 -0.0683 0.0732
H -1.9897 0.3256 -0.4659
H 1.1179 0.6947 0.7946
```

Its energy above the lowest of the compared OMol25 structures with the same formula, charge and spin is 260.7 kJ/mol. The orbital gap is 9.459 eV. The value obtained for the total energy is -6197.352 eV.

---

20.
Molecular formula: C2H2O2S
Method: DFT, wB97M-V/def2-TZVPD

```
7
C2H2O2S | the OMol25 dataset | wB97M-V/def2-TZVPD
S 1.3741 1.9149 0.5169
O 0.1699 -0.6084 1.4922
O -0.7556 -1.0104 -0.5995
C -0.1395 -0.2827 0.3533
C 0.2909 0.9734 -0.2159
H -0.9804 -1.8549 -0.2034
H 0.0407 0.8681 -1.3437
```

Its energy above the lowest of the compared OMol25 structures with the same formula, charge and spin is 55.4 kJ/mol. Its structure (SMILES) is O=C(O)C=S. The orbital gap is 7.860 eV. The value obtained for the total energy is -17035.451 eV.